ORCA calculation (wB97M-V/def2-TZVPD) on a structure of composition C24H51N6ReSi3 in a non-equilibrium geometry.

```
85
Properties=species:S:1:pos:R:3:forces:R:3:lowdin_charge:R:1
Re 0.3035 0.1416 -0.2890 -0.13 0.50 -0.01 1.339
N 0.2821 2.2223 0.7119 0.11 -0.04 0.20 -0.055
C -0.8365 2.8828 1.4516 -0.01 -0.01 -0.06 -0.196
C -1.3690 2.0303 2.6025 -0.01 0.00 0.02 -0.175
C -2.7489 1.4116 2.3645 0.00 0.04 -0.01 -0.177
C -2.9251 0.7067 1.0323 0.00 0.01 0.02 -0.222
N -1.8515 -0.2919 0.7800 0.01 -0.02 0.02 -0.051
H 1.0809 2.1880 1.3424 -0.01 -0.01 0.02 0.100
H 0.5672 2.8567 -0.0302 0.01 0.00 -0.01 0.073
H -1.6206 3.1112 0.7278 0.01 -0.03 0.01 0.104
H -0.4665 3.8378 1.8257 -0.02 0.01 -0.01 0.128
H -1.4346 2.6448 3.5000 0.02 0.00 0.00 0.123
H -0.6370 1.2541 2.8334 -0.01 -0.02 0.00 0.082
H -3.5122 2.1904 2.4219 0.00 0.00 0.01 0.128
H -2.9695 0.7143 3.1766 0.00 0.00 0.00 0.124
H -2.9201 1.4329 0.2149 -0.02 0.00 0.00 0.087
H -3.9018 0.2228 1.0070 0.00 -0.01 0.01 0.131
H -2.2322 -1.0415 0.2082 0.01 0.00 -0.01 0.084
H -1.6091 -0.7408 1.6613 0.00 -0.02 -0.01 0.092
C -1.5232 -1.2299 -3.3428 0.21 -0.12 0.07 -0.158
Si -0.1271 -2.3269 -2.7410 -0.16 -0.11 -0.05 0.429
C -0.7016 -4.0713 -3.0927 0.04 -0.05 0.03 -0.172
C 1.4191 -1.9183 -3.7041 0.03 -0.01 0.02 -0.147
C 0.0870 -1.9345 -0.8750 0.07 -0.17 0.01 -0.479
Si 1.2207 -3.1882 -0.0048 -0.03 0.01 0.01 0.413
C 0.4403 -3.6374 1.6527 0.00 -0.04 0.00 -0.180
C 1.4540 -4.8443 -0.8391 0.00 0.01 -0.03 -0.182
C 2.9807 -2.5398 0.1720 0.00 0.01 0.02 -0.195
H -1.5764 -1.0378 -4.4132 -0.01 -0.12 -0.02 0.053
H -1.1997 -0.2892 -2.8591 -0.41 0.17 -0.43 -0.061
H -2.5108 -1.4633 -2.9417 0.00 -0.14 -0.07 0.059
H -1.1374 -4.0668 -4.0948 -0.01 0.00 0.01 0.046
H -1.4837 -4.3948 -2.4019 0.00 0.00 0.00 0.046
H 0.0898 -4.8166 -3.0847 -0.01 0.01 -0.02 0.020
H 1.3244 -2.2882 -4.7275 0.00 0.00 0.00 0.050
H 2.3077 -2.3831 -3.2699 0.01 0.00 0.00 0.036
H 1.6056 -0.8441 -3.7608 0.00 0.00 0.00 0.011
H -0.8985 -2.2582 -0.4921 0.02 0.01 0.01 -0.003
H -0.4452 -4.2460 1.4460 0.01 0.00 0.00 0.045
H 0.1147 -2.8074 2.2790 -0.01 0.00 0.00 0.000
H 1.1061 -4.2706 2.2459 0.00 0.00 0.00 0.037
H 0.5188 -5.3788 -1.0013 0.02 0.00 0.02 0.035
H 2.0651 -5.4561 -0.1690 0.01 0.00 0.00 0.047
H 1.9850 -4.7805 -1.7905 -0.01 0.00 0.00 0.040
H 3.0834 -1.6111 0.7365 -0.01 -0.01 -0.01 -0.010
H 3.3837 -2.3472 -0.8259 0.01 0.00 0.01 0.038
H 3.6261 -3.3075 0.6115 0.00 -0.01 0.00 0.047
N 2.6548 -1.7499 5.6976 0.00 0.00 0.01 0.214
C 2.4837 -1.7130 4.3823 0.04 -0.03 -0.04 -0.449
N 3.2058 -2.5117 3.5964 -0.01 0.02 0.03 0.232
N 1.5766 -0.8448 3.9239 -0.10 -0.01 0.03 0.161
C 1.2869 -0.6622 2.6978 0.10 0.14 0.02 -0.296
N 0.9245 -0.3787 1.6272 0.00 -0.13 -0.05 0.021
H 3.3104 -2.3695 6.1415 0.00 0.00 0.00 0.134
H 2.1073 -1.1315 6.2725 0.00 0.00 0.00 0.135
H 3.8720 -3.1619 3.9789 0.00 0.00 0.00 0.137
H 3.0562 -2.5264 2.5999 -0.01 -0.01 -0.01 0.066
C -0.5583 3.9965 -2.2220 0.04 -0.03 0.11 -0.159
Si -1.3756 2.4997 -2.9863 -0.08 -0.09 -0.22 0.478
C -0.6872 2.1849 -4.6822 0.00 -0.01 -0.02 -0.149
C -3.2277 2.5962 -2.9652 -0.01 0.01 0.02 -0.158
C -0.9199 1.0196 -1.8539 0.53 0.88 1.08 -0.221
H -0.7600 4.8748 -2.8396 -0.01 -0.01 -0.01 0.055
H 0.5296 3.8864 -2.1759 0.00 0.01 -0.01 0.037
H -0.9350 4.2208 -1.2210 -0.01 0.02 -0.03 0.023
H -0.9625 3.0141 -5.3383 0.00 0.00 0.00 0.053
H -1.0860 1.2716 -5.1245 -0.01 0.00 0.01 0.036
H 0.4025 2.1198 -4.6926 0.00 0.00 0.00 0.025
H -3.5721 3.4037 -3.6145 -0.01 0.00 0.00 0.051
H -3.6192 2.7958 -1.9649 0.00 0.00 0.00 0.033
H -3.6745 1.6688 -3.3295 0.00 0.00 0.00 0.046
H 0.2035 0.9199 -1.9326 -0.05 -0.23 -0.35 -0.013
H -1.6647 0.8061 -1.1028 -0.18 -0.23 -0.28 0.001
C 1.8794 0.4111 -0.9890 0.09 -0.38 -0.12 -0.156
C 3.1126 0.6781 -1.6642 -0.07 0.22 0.06 -0.277
C 3.0588 1.3101 -2.9145 0.01 -0.01 -0.01 -0.044
C 4.2247 1.5900 -3.6009 -0.01 0.00 0.01 -0.041
C 5.4518 1.2535 -3.0420 0.00 0.00 0.00 -0.035
C 5.5141 0.6465 -1.7942 0.00 0.00 0.01 -0.042
C 4.3522 0.3595 -1.1002 0.03 0.02 0.02 -0.033
H 2.1002 1.5714 -3.3460 0.00 -0.01 -0.01 0.090
H 4.1811 2.0694 -4.5692 0.00 0.00 0.00 0.120
H 6.3647 1.4708 -3.5799 0.00 0.00 0.00 0.121
H 6.4732 0.3978 -1.3612 0.00 0.00 0.00 0.119
H 4.4017 -0.1070 -0.1273 0.00 0.00 0.00 0.102
```
Forces are in eV/Å.

The value obtained for the electronic energy is -2219.91270 a.u. The value obtained for the HOMO-LUMO gap (spin up / spin down) is 7.33 / 7.45 eV. The charge is +2. As for the HOMO energy (spin up / spin down): -13.71 / -13.80 eV.

***

ORCA calculation (wB97M-V/def2-TZVPD) on a structure of composition C29H23IrN4OPS in a non-equilibrium geometry.

```
60
Properties=species:S:1:pos:R:3:forces:R:3:lowdin_charge:R:1
Ir 0.1203 -0.2382 -0.1271 1.47 1.18 -0.19 1.256
N -1.3055 -0.8234 -3.9126 0.03 0.19 0.01 0.236
C -0.8065 0.4448 -4.2239 0.00 -0.05 -0.07 -0.152
C -0.7854 1.1561 -5.4202 -0.06 -0.08 0.02 0.026
C -0.2276 2.4138 -5.3718 0.03 0.05 0.01 -0.024
C 0.2859 2.9529 -4.1768 -0.01 0.00 -0.04 -0.027
C 0.2695 2.2440 -2.9962 0.00 -0.02 0.04 -0.005
C -0.2798 0.9650 -3.0393 -0.02 -0.10 0.12 -0.191
N -0.4758 -0.0019 -2.0454 -0.21 -0.12 -0.23 -0.027
C -1.0839 -1.0317 -2.6164 -0.14 -0.04 0.00 -0.268
C -1.3781 -2.1316 -1.7275 0.00 -0.03 -0.04 -0.272
C -2.0483 -3.3001 -1.8371 0.02 -0.02 0.08 -0.240
S -2.0799 -4.1019 -0.3258 -0.08 -0.09 -0.06 1.209
C -1.1960 -2.8640 0.3876 0.02 0.09 0.08 -0.379
N -0.8906 -1.8902 -0.4459 -0.19 -0.56 -0.12 -0.168
H -1.7879 -1.4394 -4.5502 0.00 -0.02 0.01 0.195
H -1.1958 0.7505 -6.3353 0.00 0.01 0.00 0.133
H -0.1932 3.0096 -6.2735 0.00 0.01 0.01 0.129
H 0.6892 3.9562 -4.1885 0.01 -0.01 -0.01 0.126
H 0.6489 2.6698 -2.0784 0.01 0.02 -0.01 0.103
H -2.5336 -3.7183 -2.7057 -0.01 -0.02 0.02 0.113
H -0.9253 -2.8676 1.4335 0.03 0.03 -0.02 0.112
O -0.4353 0.5270 2.3264 -0.11 0.13 0.43 -0.058
N 0.8106 0.1258 1.7664 -1.42 -0.48 0.48 -0.202
C 1.5071 -0.6003 2.5891 0.25 0.18 -0.27 -0.001
C 2.6908 -1.3087 2.2049 -0.12 -0.23 -0.08 -0.192
C 3.4861 -1.7880 3.2508 0.01 0.02 0.01 0.033
C 4.6532 -2.4916 2.9871 0.01 0.04 0.04 0.005
C 5.0060 -2.7508 1.6773 0.03 0.05 -0.09 0.019
C 4.2088 -2.2965 0.6178 0.09 0.03 0.05 -0.042
C 3.0585 -1.5729 0.8615 -0.24 -0.10 0.03 -0.250
P 2.1594 -1.0054 -0.6150 0.33 -0.31 -0.17 0.997
C 3.1191 0.3373 -1.2835 -0.11 0.11 -0.10 -0.354
C 2.9074 1.6272 -0.7849 -0.03 -0.06 -0.02 -0.117
C 3.6734 2.6822 -1.2486 -0.01 0.01 0.06 -0.041
C 4.6580 2.4481 -2.2009 0.05 -0.01 0.02 -0.013
C 4.8705 1.1683 -2.6986 0.03 -0.03 0.03 -0.020
C 4.1096 0.1040 -2.2401 -0.03 0.07 -0.04 -0.062
C 2.0264 -2.3583 -1.7704 -0.14 -0.02 -0.02 -0.360
C 1.9130 -3.6750 -1.3140 0.07 0.01 -0.01 -0.081
C 1.6742 -4.6971 -2.2197 -0.02 0.01 0.03 -0.037
C 1.5310 -4.4070 -3.5717 0.00 0.00 -0.02 -0.023
C 1.6283 -3.0962 -4.0257 -0.02 0.01 0.00 -0.036
C 1.8601 -2.0654 -3.1289 0.09 -0.03 0.01 -0.095
H -0.4185 1.4822 2.5108 0.24 0.00 -0.02 0.133
H 1.1539 -0.6623 3.6165 0.12 0.21 0.05 0.170
H 3.1952 -1.5889 4.2754 0.00 -0.01 0.00 0.140
H 5.2768 -2.8338 3.8015 -0.02 -0.03 0.00 0.138
H 5.9049 -3.3129 1.4591 -0.01 0.00 0.00 0.138
H 4.5084 -2.5244 -0.3981 0.02 -0.02 0.01 0.126
H 2.1551 1.8104 -0.0195 0.03 0.04 0.03 0.086
H 3.5142 3.6811 -0.8647 0.02 -0.01 0.01 0.128
H 5.2804 3.2653 -2.5409 -0.05 0.01 -0.05 0.131
H 5.6383 0.9959 -3.4407 0.02 0.00 0.02 0.129
H 4.2923 -0.8911 -2.6255 -0.01 0.01 -0.01 0.115
H 2.0378 -3.9068 -0.2626 0.01 -0.02 -0.01 0.115
H 1.6195 -5.7216 -1.8758 -0.01 0.01 0.00 0.127
H 1.3524 -5.2087 -4.2768 0.04 0.00 0.00 0.129
H 1.5399 -2.8808 -5.0828 0.00 0.00 0.01 0.126
H 1.9378 -1.0436 -3.4846 -0.01 -0.02 -0.02 0.113
```
Forces are in eV/Å.

The value obtained for the electronic energy is -2256.08467 a.u. The value obtained for the HOMO-LUMO gap is 6.21 eV. The charge is +3. As for the HOMO energy: -17.00 eV.

***

ORCA calculation (wB97M-V/def2-TZVPD) on a structure of composition C7H8O in a non-equilibrium geometry.

```
16
Properties=species:S:1:pos:R:3:forces:R:3:lowdin_charge:R:1
C 2.3858 -0.5094 0.0651 5.69 -0.26 4.68 -0.044
C 1.2406 -0.2064 -0.4674 -2.74 0.37 1.96 -0.262
C -0.1746 -0.9290 -0.0916 0.34 -4.00 -2.01 -0.116
C -1.1247 0.1955 0.3682 -8.13 -6.03 -3.86 -0.308
C -2.4018 -0.1177 -0.0842 -0.68 2.50 1.78 0.053
C -0.1897 1.0976 0.5783 6.51 5.70 4.44 -0.299
C 0.5399 1.1633 -0.6846 -1.60 -2.72 -3.43 -0.235
H 2.5979 -1.2605 1.2061 -1.12 1.55 -4.30 0.164
H 3.4364 0.1577 0.0583 -3.28 -1.52 -0.55 0.107
H -0.2855 -1.8085 0.6562 1.18 1.23 -1.27 0.140
H -0.5536 -1.3777 -1.1657 0.80 0.98 2.77 0.157
H -3.3973 0.4854 -0.1850 2.36 -0.40 0.64 0.090
H -2.6559 -1.1467 -0.2743 0.56 -0.31 -0.35 0.044
H 0.5595 0.8831 1.5330 -2.16 0.22 -2.46 0.229
H -0.3067 1.0614 -1.5237 2.37 0.35 1.26 0.197
O 0.3297 2.3119 0.0114 -0.11 2.33 0.71 0.084
```
Forces are in eV/Å.

The value obtained for the electronic energy is -346.39524 a.u. The value obtained for the HOMO-LUMO gap is 9.37 eV. As for the HOMO energy: -8.85 eV.

***

ORCA calculation (wB97M-V/def2-TZVPD) on a structure of composition CH2IN3O2 in a non-equilibrium geometry.

```
9
Properties=species:S:1:pos:R:3:forces:R:3:lowdin_charge:R:1
C 1.4563 -0.4696 -0.2763 -0.86 0.84 -0.54 -0.656
N 2.0362 1.8986 -0.0595 -0.10 3.04 0.03 -0.126
N 0.1633 -0.0795 -0.2560 0.28 -2.16 0.10 0.207
N 2.2797 0.6855 -0.2743 3.19 -3.33 -0.11 -0.392
O 1.9773 -1.5597 -0.3358 -1.11 0.34 0.12 -0.042
O 0.8691 2.2767 -0.0948 0.12 0.47 0.30 -0.067
I 4.3155 -0.0100 -0.4075 -0.77 1.07 0.20 0.915
H -0.1496 0.8497 -0.3742 0.39 1.10 0.02 0.061
H -0.4461 -0.7709 -0.5787 -1.14 -1.37 -0.13 0.100
```
Forces are in eV/Å.

The value obtained for the electronic energy is -651.65155 a.u. The value obtained for the HOMO-LUMO gap is 8.45 eV. As for the HOMO energy: -9.75 eV.

***

Relative energy (zero: lowest compared OMol25 entry of this formula, charge and spin)? In order: 62.3 22.0 238.6 4.1 kcal/mol.